# 1
26
Properties=species:S:1:pos:R:3:forces:R:3 method="wB97M-V/def2-TZVPD" charge=-1 relative_energy_kj_mol=39.9 spin_multiplicity=2 homo_energy_ev="1.34 / -3.54" mol_weight_g_mol=136.24 s_squared=0.758 total_energy_ha=-390.5680 lumo_ev="3.53 / 3.46"
C 0.17560 -2.51592 -2.98835 0.368 0.868 -0.098
C 1.34078 -1.74048 -2.34731 -0.059 -0.738 -0.076
C -0.85280 -2.95443 -1.95108 0.014 -0.281 0.524
H -0.30267 -1.85424 -3.71505 -0.053 -0.062 -0.057
H 0.59360 -3.33184 -3.57542 -0.108 -0.307 0.108
H 1.79081 -2.39341 -1.59495 0.078 0.154 0.117
H -1.77723 -2.38101 -2.01989 -0.028 -0.150 -0.065
H -1.06628 -4.02257 -1.97887 -0.252 -0.045 -0.357
H 0.99352 -0.83980 -1.85181 0.019 0.170 0.030
H 2.12795 -1.51151 -3.07029 -0.146 0.182 -0.009
H -0.49396 -2.81159 -0.92860 0.151 0.261 -0.065
C 0.94200 1.43848 3.61526 -0.136 0.523 0.462
C -0.09519 2.80185 0.22447 0.481 1.409 -1.518
C 0.64925 2.58354 1.36830 0.510 -1.150 2.291
C -1.24770 2.06479 -0.03092 -0.925 -1.126 0.161
C 0.22314 1.66517 2.32527 1.327 1.327 -0.623
C -1.65067 1.11406 0.89088 -0.695 0.502 -1.775
C -0.93879 0.94011 2.07094 -0.689 -1.420 1.359
H 0.24436 3.51460 -0.51484 0.093 0.120 -0.075
H 1.58000 3.10080 1.55681 0.170 0.200 -0.079
H -1.74619 2.22860 -0.98220 -0.259 -0.206 0.111
H -2.49694 0.46134 0.68490 -0.067 0.180 -0.040
H 0.40130 1.93473 4.43231 -0.110 -0.080 0.064
H 1.94403 1.86543 3.65396 0.173 -0.050 -0.263
H -1.32049 0.25778 2.82534 0.045 -0.035 0.027
H 0.98257 0.38549 3.90113 0.095 -0.247 -0.155

=====

# 2
142
Properties=species:S:1:pos:R:3:forces:R:3 method="wB97M-V/def2-TZVPD" homo_energy_ev=-8.15 mol_weight_g_mol=1289.14 total_energy_ha=-10868.3772 smiles=CCCCCCCCCCCCCCCC[C@@H](N)COC.ClCCCl.ClCCCl.ClCCCl.ClCCCl.ClCCCl.ClCCCl.ClCCCl.ClCCCl.ClCCCl.ClCCCl lumo_ev=0.47
C 5.48955 -0.95827 4.60558 0.613 -0.231 -0.517
C 6.32148 -0.99115 3.25076 -0.532 -0.113 0.335
C 5.76526 0.04643 2.19679 0.087 -0.719 0.368
C 5.60838 -0.52706 0.72859 -0.619 0.834 0.118
C 4.13256 -0.30229 0.16114 0.836 -0.801 -0.265
C 3.24866 -1.61490 0.36359 -0.663 1.851 0.249
C 2.63410 -1.56495 1.80616 0.926 -0.751 0.218
C 1.78121 -2.82104 2.22666 -0.496 0.825 -0.051
C 0.79088 -3.36122 1.13730 -0.190 -0.297 0.565
C -0.64770 -2.73747 1.22307 -0.134 -0.741 -0.476
C -1.39926 -3.05931 2.57508 0.305 0.519 -0.290
C -1.48391 -1.83620 3.54918 -1.202 -0.133 0.215
C -2.35302 -0.65717 2.93411 1.166 -0.402 -0.418
C -1.39032 0.45917 2.35479 -0.372 -0.546 0.546
C -1.18191 1.62731 3.38070 -0.974 0.086 -0.249
C -0.71549 2.97181 2.74299 0.743 0.046 -0.367
C 0.54478 2.79245 1.77374 -0.255 0.565 0.356
N 1.40877 1.67807 2.16123 -0.477 0.369 0.270
C 0.00166 2.72636 0.29235 0.083 1.016 0.435
O 0.79662 1.94103 -0.59090 -1.078 -0.121 0.166
C 0.08732 0.83213 -1.12962 0.436 -0.978 -1.007
H 4.42458 -0.69110 4.36763 1.116 -0.312 0.515
H 5.92086 -0.25064 5.35364 -0.487 -0.301 -0.659
H 5.54827 -1.97536 5.07279 -0.302 0.841 -0.300
H 6.21129 -2.02588 2.83476 0.133 0.832 0.221
H 7.41095 -0.84013 3.46281 -0.860 -0.102 -0.241
H 6.42745 0.94199 2.19509 -0.514 -0.506 -0.115
H 4.76128 0.36867 2.57818 0.833 -0.109 -0.457
H 5.78675 -1.62635 0.65553 0.188 0.805 0.319
H 6.37428 -0.00731 0.09617 -0.716 -0.539 0.262
H 3.64732 0.56077 0.67179 0.299 -0.564 -0.357
H 4.20946 -0.02943 -0.92342 -0.190 -0.357 0.811
H 2.39134 -1.51318 -0.35290 0.790 -0.512 0.353
H 3.84048 -2.54338 0.18199 -0.530 0.646 0.036
H 3.50672 -1.52980 2.51444 -0.777 0.062 -0.436
H 2.10537 -0.58901 1.95056 0.305 -1.152 -0.156
H 2.44875 -3.62075 2.62951 -0.420 0.524 -0.576
H 1.14987 -2.49886 3.09582 0.640 -0.424 -0.616
H 0.66394 -4.45468 1.34135 0.089 0.831 -0.270
H 1.15842 -3.29095 0.08145 -0.032 0.139 1.200
H -0.63050 -1.65064 0.96959 -0.047 -0.757 0.380
H -1.24626 -3.22683 0.41062 0.497 0.490 0.532
H -2.45189 -3.37054 2.34687 0.814 0.271 0.172
H -0.90793 -3.95261 3.04066 -0.307 0.783 -0.183
H -0.48400 -1.43032 3.84028 -0.761 -0.475 -0.073
H -2.04364 -2.18727 4.45626 0.802 0.230 -0.467
H -3.04426 -0.23231 3.69472 0.422 -0.249 -0.531
H -2.95116 -1.09713 2.09720 0.251 0.440 0.693
H -1.80792 0.77316 1.37219 0.403 0.132 0.683
H -0.40462 -0.04659 2.19452 -0.870 0.616 -0.136
H -2.18321 1.80947 3.85988 0.829 -0.056 -0.313
H -0.51735 1.25087 4.19082 -0.210 0.488 -0.625
H -0.44509 3.75627 3.49661 -0.292 -0.900 -0.292
H -1.53850 3.43754 2.13438 0.509 -0.523 0.531
H 1.14944 3.72745 1.90458 -0.403 -0.780 -0.340
H 1.28055 0.85699 1.58362 0.233 0.475 -0.081
H 2.38385 1.93919 2.26399 -0.253 -0.135 -0.317
H -0.01412 3.78342 -0.09272 0.013 -0.849 0.218
H -1.06250 2.40086 0.32817 0.787 -0.067 -0.255
H 0.47753 0.63292 -2.16740 -0.262 0.262 0.968
H -1.01164 0.98519 -1.23494 0.673 0.093 0.286
H 0.27002 -0.11651 -0.55586 -0.229 0.779 -0.185
Cl 0.56894 0.14525 -5.07545 0.028 -0.069 -0.044
C -0.81018 1.16050 -5.56917 -0.073 0.104 -0.104
C -1.69188 1.51892 -4.39841 -0.037 0.295 -0.073
Cl -2.56894 0.10479 -3.76235 0.025 -0.061 0.084
H -1.36482 0.62899 -6.34111 0.016 -0.043 0.109
H -0.39505 2.06683 -6.01009 -0.017 -0.001 0.097
H -2.44506 2.24477 -4.70784 0.006 -0.076 -0.063
H -1.11473 1.95321 -3.58283 0.001 -0.125 -0.013
Cl -5.17576 0.90183 -6.84656 0.028 0.034 -0.013
C -5.59367 -0.51164 -5.84500 -0.053 -0.160 0.147
C -7.08878 -0.70843 -5.72865 0.130 -0.209 -0.182
Cl -7.86226 0.57732 -4.76515 -0.151 -0.006 -0.043
H -5.12935 -0.38160 -4.86884 -0.052 0.114 -0.068
H -5.14473 -1.38189 -6.32395 -0.087 0.024 -0.018
H -7.29966 -1.65131 -5.22361 0.064 0.056 0.031
H -7.56804 -0.73182 -6.70649 0.015 0.093 0.062
Cl 3.60192 -0.57510 8.44564 0.007 0.036 -0.026
C 2.23558 -1.70479 8.27223 -0.101 -0.137 0.052
C 2.38969 -2.60400 7.06661 -0.046 -0.098 0.065
Cl 2.23381 -1.70783 5.53672 -0.130 -0.004 0.107
H 1.31836 -1.12020 8.21978 0.094 0.017 -0.085
H 2.20575 -2.30750 9.18029 0.047 -0.020 -0.066
H 1.60750 -3.36372 7.06932 -0.016 0.076 0.038
H 3.35481 -3.10906 7.06451 -0.005 0.120 -0.008
Cl 4.50140 -5.78266 1.88097 -0.009 0.052 0.003
C 4.25675 -7.29099 2.79764 -0.002 -0.161 0.065
C 2.79242 -7.64212 2.93448 0.108 -0.183 -0.071
Cl 1.92447 -6.50265 3.99370 -0.041 0.072 -0.056
H 4.73370 -7.17649 3.76997 -0.072 0.082 -0.048
H 4.77549 -8.08040 2.25324 -0.084 0.019 -0.016
H 2.68933 -8.63104 3.38215 0.078 0.054 0.032
H 2.29102 -7.65145 1.96754 0.093 0.102 0.115
Cl -6.78756 4.52032 -1.08572 -0.012 -0.051 0.042
C -6.80965 4.98753 -2.80720 0.215 -0.115 0.037
C -6.87456 3.78608 -3.72265 -0.084 0.127 -0.032
Cl -5.36951 2.83772 -3.69224 0.104 0.003 0.110
H -5.92040 5.59724 -3.00961 -0.569 -0.924 0.385
H -7.69175 5.61150 -2.95374 0.022 -0.048 -0.012
H -7.02041 4.11364 -4.75307 0.040 0.023 0.035
H -7.69648 3.12289 -3.45696 0.095 0.007 0.051
Cl 4.24888 3.66221 1.19696 -0.029 -0.056 -0.083
C 5.01691 4.56955 2.52262 0.148 0.176 0.164
C 5.44484 3.66131 3.65370 0.053 0.110 0.039
Cl 4.04999 2.97342 4.52471 -0.057 -0.068 -0.041
H 4.31689 5.33142 2.86320 -0.062 -0.145 -0.001
H 5.88672 5.07096 2.10004 0.000 -0.098 0.018
H 6.02624 4.22724 4.38246 -0.059 0.052 -0.049
H 6.05677 2.83765 3.29555 -0.182 0.006 -0.002
Cl -11.50306 -2.72651 -5.03448 0.035 -0.037 -0.006
C -11.31968 -1.06814 -5.65910 0.007 0.164 -0.008
C -11.52506 -0.99531 -7.15502 -0.137 0.141 0.090
Cl -10.21217 -1.79970 -8.05256 0.026 -0.038 -0.018
H -10.33273 -0.70673 -5.37326 -0.039 -0.072 -0.049
H -12.06657 -0.45593 -5.15336 -0.016 -0.035 -0.081
H -11.53539 0.04663 -7.47529 0.062 -0.029 0.066
H -12.46714 -1.45333 -7.45232 0.103 -0.073 0.029
Cl 8.13679 3.42897 1.78539 0.202 0.007 -0.042
C 8.27006 3.00951 0.05918 0.004 -0.137 -0.251
C 8.98906 4.07857 -0.73128 0.086 -0.112 -0.025
Cl 8.03246 5.57611 -0.85622 -0.008 0.026 0.045
H 7.26510 2.83534 -0.32371 0.002 0.106 0.088
H 8.82400 2.07228 0.00290 0.042 0.073 0.026
H 9.16551 3.72877 -1.74845 -0.081 -0.031 0.048
H 9.95010 4.32816 -0.28412 -0.102 0.024 0.046
Cl -5.48050 7.43454 -3.92350 0.321 0.921 -0.518
C -5.46823 7.90967 -5.64213 -0.003 0.158 -0.190
C -5.54660 6.71296 -6.56344 -0.061 0.076 -0.046
Cl -4.06432 5.72762 -6.51231 -0.023 -0.039 0.048
H -4.56941 8.49678 -5.82397 0.001 -0.119 0.037
H -6.33389 8.55352 -5.79893 -0.006 -0.086 0.013
H -5.66954 7.04819 -7.59329 0.033 0.051 0.062
H -6.38817 6.06904 -6.31140 0.076 0.021 0.051
Cl 0.17326 -6.99966 0.65180 -0.153 -0.037 -0.001
C -0.00791 -7.19677 -1.10827 0.031 -0.042 -0.233
C 0.69152 -6.10120 -1.88480 0.048 -0.071 -0.082
Cl -0.09347 -4.51374 -1.68529 -0.159 -0.306 -0.371
H -1.07266 -7.23113 -1.33360 0.052 0.102 0.057
H 0.42653 -8.16326 -1.36496 0.044 0.073 -0.006
H 0.66567 -6.33480 -2.94939 -0.052 -0.038 0.055
H 1.73347 -5.99857 -1.58297 -0.089 0.014 0.089

=====

# 3
17
Properties=species:S:1:pos:R:3:forces:R:3 method="wB97M-V/def2-TZVPD" relative_energy_kj_mol=344.4 homo_energy_ev="-6.83 / -6.84" mol_weight_g_mol=115.13 total_energy_ha=-401.0456 lumo_ev="0.78 / 0.78"
C -1.61055 0.18032 1.11112 0.104 0.132 -0.508
C 1.57363 0.12509 -1.15531 -0.345 0.044 0.137
C -0.60465 -1.80327 -0.30829 -1.193 -2.651 0.096
C -0.65049 -0.09333 -0.01733 -0.821 2.111 -2.657
C 0.64980 0.34729 0.00094 0.254 0.520 -0.116
N 1.23989 0.82891 1.16031 -0.447 -0.600 -0.559
O -1.29119 0.06480 -1.52060 1.309 -0.064 3.108
O 0.16020 -2.53614 -0.77096 0.593 0.746 0.069
H -2.23354 -0.13021 -1.41552 0.170 -0.158 0.208
H 0.65459 1.15310 1.91787 0.608 0.000 -0.168
H 2.24202 0.94157 1.14013 -0.360 0.116 0.446
H -1.15927 -0.04839 2.07777 0.073 -0.140 -0.023
H -2.50362 -0.43278 1.00889 0.027 -0.096 -0.027
H -1.90812 1.23007 1.11083 0.006 0.012 -0.027
H 1.01298 0.05610 -2.08192 0.035 -0.009 -0.012
H 2.12906 -0.81142 -1.02586 -0.088 -0.143 0.058
H 2.29926 0.92829 -1.23208 0.073 0.179 -0.025

=====

# 4
10
Properties=species:S:1:pos:R:3:forces:R:3 method="wB97M-V/def2-TZVPD" relative_energy_kj_mol=68.8 homo_energy_ev=-10.09 mol_weight_g_mol=98.03 total_energy_ha=-620.2468 smiles=CC(F)(F)P lumo_ev=0.95
C 1.27074 -0.30705 0.40870 -0.108 2.070 -2.387
C -0.15919 -0.30378 -0.09953 0.268 0.162 0.359
F -0.25682 -0.86662 -1.30770 0.134 -0.328 -1.290
F -0.85333 -1.18381 0.72733 0.111 0.277 0.200
P -1.05848 1.35855 -0.01821 -0.588 -0.464 0.362
H 1.10488 0.11551 1.40209 1.067 -0.539 0.193
H 1.56912 -1.33370 0.23501 0.591 -0.105 0.819
H 1.93537 0.41741 -0.27564 -1.476 -1.550 1.687
H -2.17537 0.52367 0.32892 -0.131 0.959 -0.364
H -1.37690 1.57983 -1.40099 0.131 -0.483 0.422